1.
Below is a structure of composition C3H4NdO3 in a non-equilibrium geometry, with properties calculated with wB97M-V/def2-TZVPD.

Structure (XYZ):
```
11
Properties=species:S:1:pos:R:3
C 1.773 -1.575 -1.059
C 1.182 -1.535 0.204
H 1.443 -2.304 -1.820
H 1.439 -2.365 0.886
H 2.837 -1.303 -1.142
O -1.104 1.094 -0.537
C -1.674 0.129 0.019
O -1.065 -0.693 0.756
O -2.950 -0.159 -0.256
Nd 1.129 1.041 0.733
H -3.410 0.647 -0.519
```

Properties
HOMO energy (spin up / spin down), eV: -5.65 / -6.08
HOMO-LUMO gap (spin up / spin down), eV: 4.64 / 4.96
Total charge: 0
<S²>: 6.4841
LUMO energy (spin up / spin down), eV: -1.01 / -1.11
Multiplicity: 5

=====

2.
Below is a structure of composition C26H21BrF4N6O2Re in a non-equilibrium geometry, with properties calculated with wB97M-V/def2-TZVPD.

Structure (XYZ):
```
61
Properties=species:S:1:pos:R:3
Re 0.570 -0.083 0.726
C -1.241 0.750 3.102
N -0.234 1.352 2.218
C -0.815 2.557 1.592
C 0.967 1.743 3.000
C 2.107 2.145 2.057
N 2.130 1.205 0.938
C 3.237 1.118 0.157
C 3.345 0.040 -0.756
F 2.257 -0.820 -0.829
C 4.471 -0.222 -1.511
F 4.494 -1.304 -2.277
C 5.568 0.626 -1.439
C 5.479 1.740 -0.615
F 6.493 2.583 -0.541
C 4.353 1.989 0.164
F 4.345 3.076 0.938
H -1.538 1.442 3.893
H -2.127 0.498 2.522
H -0.855 -0.160 3.560
H -0.982 3.330 2.346
H -0.149 2.952 0.827
H -1.772 2.314 1.137
H 0.727 2.564 3.685
H 1.280 0.882 3.597
H 1.983 3.170 1.689
H 3.045 2.115 2.625
H 6.466 0.431 -2.004
Br 3.556 -0.765 3.075
C 2.503 -2.209 2.459
C 2.912 -3.494 2.793
C 2.170 -4.573 2.345
C 1.041 -4.320 1.579
C 0.698 -3.005 1.311
N 1.413 -1.946 1.736
C -0.590 -2.703 0.548
O -1.232 -3.579 0.029
O -0.893 -1.452 0.533
H 3.794 -3.631 3.398
H 2.457 -5.584 2.598
H 0.401 -5.104 1.204
N -8.439 -1.031 -4.136
C -7.375 -0.754 -3.829
C -6.062 -0.394 -3.438
C -5.390 -1.168 -2.489
C -4.111 -0.815 -2.113
C -3.505 0.314 -2.667
C -4.169 1.075 -3.625
C -5.449 0.724 -4.010
N -2.199 0.648 -2.238
C -1.101 0.932 -3.003
C -0.040 1.011 -2.152
N -0.479 0.797 -0.873
C -1.789 0.586 -0.967
H -5.863 -2.037 -2.057
H -3.564 -1.429 -1.414
H -3.703 1.948 -4.054
H -5.984 1.310 -4.741
H -1.146 1.027 -4.067
H 0.988 1.198 -2.389
H -2.454 0.392 -0.146
```

Properties
HOMO energy (spin up / spin down), eV: -14.17 / -14.17
HOMO-LUMO gap (spin up / spin down), eV: 5.63 / 6.66
Total charge: +2
<S²>: 1.0338
LUMO energy (spin up / spin down), eV: -8.55 / -7.51
Multiplicity: 2

=====

3.
Below is a structure of composition C4H5DyO6 in a non-equilibrium geometry, with properties calculated with wB97M-V/def2-TZVPD.

Structure (XYZ):
```
16
Properties=species:S:1:pos:R:3
O -2.799 0.446 0.838
C -2.158 0.234 -0.226
O -2.749 -0.016 -1.310
O -0.834 0.347 -0.255
Dy -5.275 0.276 -0.325
C -0.121 0.402 0.971
C 1.364 0.315 1.081
H -0.451 1.302 1.505
H -0.321 -0.548 1.578
H 1.817 1.257 0.744
O 1.899 -0.805 0.246
C 1.966 -0.568 -1.043
O 1.737 0.508 -1.566
O 2.001 -1.716 -1.706
H 2.213 -1.549 -2.633
H 1.712 0.118 2.102
```

Properties
HOMO energy (spin up / spin down), eV: -12.62 / -12.62
HOMO-LUMO gap (spin up / spin down), eV: 6.09 / 5.24
Total charge: +1
<S²>: 12.6235
LUMO energy (spin up / spin down), eV: -6.52 / -7.38
Multiplicity: 7

=====

4.
Below is a structure of composition C6H14N2O2Sn in a non-equilibrium geometry, with properties calculated with wB97M-V/def2-TZVPD.

Structure (XYZ):
```
25
Properties=species:S:1:pos:R:3
Sn 1.449 -2.702 0.192
C 2.069 1.260 -3.083
C 1.342 0.162 -2.323
O 1.807 -0.359 -1.285
N 0.098 -0.075 -2.748
C -0.785 -1.072 -2.175
H 2.235 1.040 -4.133
H 3.001 1.390 -2.536
H 1.474 2.165 -2.955
H -0.212 0.508 -3.510
H -1.145 -0.886 -1.165
H -0.359 -2.072 -2.323
H -1.685 -1.017 -2.789
C -1.432 1.149 1.090
C -0.789 0.010 1.854
O -0.452 -1.021 1.213
N -0.685 0.174 3.154
C -0.132 -0.823 4.070
H -2.282 0.829 0.489
H -0.694 1.556 0.399
H -1.773 1.908 1.791
H -1.120 0.948 3.629
H -0.598 -0.670 5.044
H 0.907 -0.517 4.220
H -0.241 -1.886 3.882
```

Properties
HOMO energy, eV: -17.13
HOMO-LUMO gap, eV: 6.54
Total charge: +2
LUMO energy, eV: -10.59

=====

5.
Below is a cluster of 2 separate species, C4H7ClN in total in a non-equilibrium geometry, with properties calculated with wB97M-V/def2-TZVPD.

Structure (XYZ):
```
13
Properties=species:S:1:pos:R:3
C -0.382 0.822 0.696
C -2.443 -0.886 -0.173
C 0.855 -1.213 -0.101
C 0.482 1.330 -0.439
N 0.799 0.139 0.470
Cl -3.824 -0.175 -0.099
H -0.053 -1.158 -0.831
H 1.703 -1.219 -0.685
H 0.679 -2.102 0.470
H 0.293 0.854 -1.427
H -0.830 1.004 1.621
H 1.117 2.145 -0.553
H 1.603 0.459 1.053
```

Properties
HOMO energy (spin up / spin down), eV: -13.65 / -12.08
HOMO-LUMO gap (spin up / spin down), eV: 9.13 / 7.07
Total charge: +1
LUMO energy (spin up / spin down), eV: -4.52 / -5.00

=====

6.
Below is a cluster of 2 separate species, C4H8O5 in total in a non-equilibrium geometry, with properties calculated with wB97M-V/def2-TZVPD.

Structure (XYZ):
```
17
Properties=species:S:1:pos:R:3
O -3.972 -0.832 -0.202
C -3.254 -1.828 -0.053
O -1.945 -1.907 -0.498
C -1.382 -0.852 -1.308
C 0.097 -1.088 -1.357
C 0.696 -0.389 -0.146
O 0.420 -0.716 1.015
O 1.436 0.712 -0.604
H -3.542 -2.673 0.604
H -1.786 -0.846 -2.339
H -1.739 0.065 -0.801
H 0.479 -2.122 -1.260
H 0.500 -0.666 -2.298
H 1.929 1.146 0.145
O 3.871 3.803 2.718
H 4.359 3.424 3.483
H 3.834 4.769 2.901
```

Properties
HOMO energy, eV: -10.46
HOMO-LUMO gap, eV: 11.09
Total charge: 0
LUMO energy, eV: 0.62
SMILES string: O=COCCC(=O)O.O

=====

7.
Below is an isolated molecule of C9H16Si in a non-equilibrium geometry, with properties calculated with wB97M-V/def2-TZVPD.

Structure (XYZ):
```
26
Properties=species:S:1:pos:R:3
C -1.357 -0.020 -1.774
C -0.955 -0.693 -0.459
C -1.429 0.037 0.870
C -1.030 1.417 1.103
C -0.548 1.646 2.337
C -0.502 0.333 2.939
C -0.867 -0.644 2.170
Si 1.031 -0.547 -0.426
C 1.825 -1.763 -1.669
C 1.810 1.115 -0.853
H -1.457 -0.759 -2.498
H -0.614 0.739 -1.982
H -2.310 0.454 -1.597
H -1.319 -1.725 -0.383
H -2.573 -0.117 0.830
H -1.447 2.219 0.439
H -0.248 2.645 2.674
H -0.092 0.265 4.000
H -1.082 -1.744 2.331
H 1.443 -0.884 0.989
H 2.746 -2.165 -1.432
H 1.199 -2.684 -1.757
H 1.804 -1.377 -2.710
H 2.855 1.148 -0.585
H 1.872 1.105 -1.966
H 1.242 1.998 -0.592
```

Properties
HOMO energy, eV: -8.56
HOMO-LUMO gap, eV: 9.54
Total charge: 0
LUMO energy, eV: 0.99
SMILES string: C[C@H](C1C=CC=C1)[SiH](C)C

=====

8.
Below is an isolated molecule of CH4FNO2 in a non-equilibrium geometry, with properties calculated with wB97M-V/def2-TZVPD.

Structure (XYZ):
```
9
Properties=species:S:1:pos:R:3
O 0.477 1.367 -0.010
C 0.184 0.072 -0.262
O 1.316 -0.640 -0.110
N -1.019 -0.427 0.383
F -2.050 -0.291 -0.529
H 0.102 1.797 0.795
H -0.079 -0.152 -1.450
H 1.839 -0.253 0.686
H -0.770 -1.474 0.497
```

Properties
HOMO energy, eV: -10.09
HOMO-LUMO gap, eV: 10.71
Total charge: 0
LUMO energy, eV: 0.63
SMILES string: OC(O)NF

=====

The energy relative to the best compared isomer or geometry (same formula, charge and spin) results, record by record, are as follows: 350.32; 0.00; 117.65; 115.47; 798.44; 95.97; 57.10; 375.76 kJ/mol.